16
Properties=species:S:1:pos:R:3:mulliken_charge:R:1 method="wB97M-V/def2-TZVPD" total_energy_ev=-4342.2341 relative_energy_kcal_mol=6.8 mol_weight_da=60.14
C 1.9867 -0.4412 1.0084 -0.8215
C 1.8922 -0.9102 -0.4570 -0.7605
H 1.4955 0.5181 1.0832 0.2224
H 1.4822 -1.1593 1.6173 0.2597
H 3.0232 -0.4825 1.3163 0.3351
H 2.1413 -1.9529 -0.6230 0.3125
H 2.6120 -0.3347 -1.0226 0.2703
H 0.9194 -0.6716 -0.8873 0.1875
C -1.4135 1.2049 -0.1188 -0.5798
C -2.5164 0.1960 -0.4102 -0.9108
H -1.6749 2.1506 0.3514 0.3588
H -0.6973 0.8142 0.6113 -0.0013
H -0.8109 1.3448 -1.0054 0.2642
H -2.7414 0.1580 -1.4686 0.2548
H -3.4341 0.3981 0.1464 0.3219
H -2.2641 -0.8325 -0.1413 0.2866